Formula: C2HNOS
Source: OMol25
Level of theory: ωB97M-V with the def2-TZVPD basis set

```
6
Properties=species:S:1:pos:R:3
O -1.47547 -0.90445 -1.33099
C 0.74417 1.40308 0.69552
S 1.43687 1.63361 -0.68413
H 0.49387 -0.37112 0.95858
C -0.86504 -0.84891 -0.34252
N -0.33441 -0.91220 0.70352
```

Summary:
Relative energy (zero: lowest compared OMol25 entry of this formula, charge and spin): 2.235 eV
Multiplicity: 1


Formula: C16H39N4NiP
Source: OMol25
Level of theory: ωB97M-V with the def2-TZVPD basis set

```
61
Properties=species:S:1:pos:R:3
H 2.29791 -2.85160 -0.56942
H -1.43734 -0.98503 3.00768
H -2.45750 -0.90452 0.70108
C -1.41958 -3.61903 0.19916
H 0.36918 1.22504 2.48868
H 3.43979 1.66511 -0.37828
C -1.00364 2.07610 -1.48532
H 2.86874 -1.63643 1.13838
C 1.12650 -0.55714 3.07247
H -0.74366 -4.28764 2.16602
H -1.25802 -4.57138 -0.31259
N -2.09906 0.04268 0.60327
Ni 0.02959 -0.14436 0.33215
H -3.94618 0.79457 -0.10363
C -2.39871 2.06720 -0.87987
C 2.53735 -0.15908 2.66256
C -2.24709 0.69056 1.92559
H 0.44812 -1.61316 -2.47073
H -2.45150 2.78820 -0.05955
H 1.48264 1.53228 -1.96315
N 0.11126 0.24750 2.36155
H -2.33100 -3.20223 -0.24415
N 2.14362 0.05993 0.16745
H -1.85943 -2.93304 2.22239
H 0.93266 -1.60866 2.84426
H 2.32331 2.00505 0.93651
H 1.00934 -0.42579 4.15230
C -1.25246 0.08292 2.89897
H 2.81424 -4.67551 0.95963
H -0.10226 2.48509 0.28486
H 3.23429 -0.64847 3.34442
H 1.12590 -5.06034 1.21251
C -1.62119 -3.85464 1.69307
C -2.91227 0.69820 -0.44922
C -0.51991 -3.48452 -2.96644
C 1.48319 -3.52287 -0.27688
C 1.81763 -4.24154 1.02694
H -0.76878 -3.18344 -3.98309
H 4.00587 -0.29345 1.10364
H -3.26879 0.59576 2.30180
H -1.32090 -4.13187 -2.61215
C -0.36383 -2.24314 -2.08889
H 2.41968 -0.40848 -0.69351
H 1.79653 -3.58020 1.89612
C 2.41909 1.49874 -0.02596
H -2.45168 -4.54131 1.84932
H -3.09196 2.44342 -1.63352
H -1.27406 -1.63508 -2.14832
H 1.58120 3.11660 -1.20349
H -0.81895 3.04117 -1.96636
C 1.40612 2.05641 -1.00658
H 2.68258 0.91222 2.83007
H -2.92196 0.03282 -1.31579
H -2.04578 1.75721 1.81230
H 0.39781 -4.06770 -3.01892
H -1.34537 0.53350 3.88993
H 1.39388 -4.25672 -1.08001
H -0.91642 1.30780 -2.25928
P -0.04371 -2.50308 -0.28743
C 2.95313 -0.55452 1.24923
N 0.04814 1.82127 -0.47300
```

Summary:
Relative energy (zero: lowest compared OMol25 entry of this formula, charge and spin): 0.041 eV
Multiplicity: 3
Charge: +2
Expectation value of S²: 2.005


Formula: C5H7NO
Source: OMol25
Level of theory: ωB97M-V with the def2-TZVPD basis set

```
14
Properties=species:S:1:pos:R:3
C 0.10054 1.88369 -0.78212
H -1.31730 -1.86233 -0.73935
N -0.94302 1.47714 -0.34557
H 1.90706 -0.67567 1.55912
H 0.86121 0.64205 1.06389
C 0.51535 -1.21150 0.01463
C -0.76858 -1.03358 -0.29422
O 1.09140 2.39283 -1.16283
H -2.48888 0.17509 -0.69155
H 2.20174 0.13331 0.01642
H -1.95058 0.25265 0.97250
C 1.41638 -0.22088 0.69490
H 0.96826 -2.16957 -0.24115
C -1.59359 0.21675 -0.06467
```

Summary:
Relative energy (zero: lowest compared OMol25 entry of this formula, charge and spin): 0.898 eV
SMILES: C/C=C\CN=C=O
Multiplicity: 1


Formula: C8H12N4S
Source: OMol25
Level of theory: ωB97M-V with the def2-TZVPD basis set

```
25
Properties=species:S:1:pos:R:3
H 3.79303 1.06439 -1.18043
N 0.17822 -1.26477 -1.95608
N -2.86992 -1.42162 0.06457
H -3.95244 2.06129 1.65065
C 4.08332 0.22588 -0.55010
H -1.08747 -2.95213 -0.31904
C 3.13261 -0.84593 -0.85625
H 2.73521 -2.52951 -1.77328
C 0.47189 -1.43384 -0.79094
C -2.61388 0.73949 0.74752
N -1.62351 -1.18471 0.48687
C -2.96426 2.09238 1.25901
C -1.41628 0.09050 0.82330
H -0.02926 -2.54812 1.09200
H 0.76253 -0.76298 -2.77000
H -4.59657 -0.23259 -0.03919
C -0.62340 -2.15133 0.20118
H 4.28435 0.57938 0.45241
H -2.19896 2.23211 1.98098
H -0.47358 0.51236 0.79443
S 1.72174 -0.78493 0.25378
H -3.09980 2.85241 0.55192
N 3.36967 -1.84094 -1.56534
C -3.46261 -0.27702 0.27994
H 5.06078 -0.04918 -0.81138
```

Summary:
Relative energy (zero: lowest compared OMol25 entry of this formula, charge and spin): 2.422 eV
SMILES: [H]/N=C(/C)S/C(Cn1cc(C)cn1)=N\[H]
Multiplicity: 1


Formula: CH3F3OSi
Source: OMol25
Level of theory: ωB97M-V with the def2-TZVPD basis set

```
9
Properties=species:S:1:pos:R:3
O -0.70683 1.35074 -0.77197
H 1.03867 0.00237 -0.97722
F -2.10103 -0.87640 -0.82188
H 1.96318 0.50326 0.64765
F 0.43143 -0.52246 0.73260
H 2.04999 -1.12883 -0.04463
F -2.52306 0.42390 1.29831
C 1.53792 -0.20922 -0.00140
Si -1.69027 0.45665 -0.06145
```

Summary:
Relative energy (zero: lowest compared OMol25 entry of this formula, charge and spin): 2.397 eV
SMILES: O=[Si](F)F.CF
Multiplicity: 1


Formula: C31H38AsCuN2P2S4
Source: OMol25
Level of theory: ωB97M-V with the def2-TZVPD basis set

```
79
Properties=species:S:1:pos:R:3
C 3.94975 3.27630 -0.57267
H 3.78430 1.92957 -2.91698
C -4.41103 -5.22626 -1.35535
C -3.36993 -4.32254 -1.18404
H 3.41739 3.84004 -1.34196
H -1.95113 -1.26169 1.60185
C -3.62185 -2.98405 -0.88389
C -4.95635 -2.58125 -0.78004
C -0.15962 1.86048 -2.97747
C 1.32127 -3.56548 -1.09543
Cu 0.71588 -2.61885 2.49186
S 1.09753 -0.82406 5.03981
H -6.54083 -5.52039 -1.35619
C -0.85135 -2.75831 -0.40871
C -2.70544 -0.94585 0.87508
C -5.99742 -3.48103 -0.94468
C 1.35654 1.74364 0.27520
C -1.54361 3.58493 -3.92503
H 0.38082 -5.04494 1.80110
N 1.58840 1.13161 1.53161
C 1.05180 3.20569 0.33084
H -2.34667 -4.66666 -1.26822
S 1.54938 -4.21441 4.25480
C 0.58662 3.96453 1.33571
H -3.65808 -1.36102 1.20841
C 4.29201 1.37480 -2.12532
H -3.37808 0.90311 1.71597
C 0.32764 -4.39898 0.93554
C -0.51863 2.65511 -4.05471
H 2.23940 0.43660 -0.96713
H 2.26716 -4.96616 0.22412
H 5.57602 1.11118 0.17331
S 2.96500 -1.88494 2.23265
H 0.63996 1.13718 -3.08299
C 4.49689 1.00229 0.32445
H -1.60173 -3.60639 1.43643
H 0.30280 4.97863 1.05999
H 2.92002 2.52306 2.43988
H 2.15351 -3.52806 -1.78825
C 2.08940 1.83813 2.68807
C -5.72927 -4.81336 -1.23304
H -1.83459 4.20038 -4.76837
P -0.24632 0.87552 -0.37631
H -2.33290 3.04424 -0.68101
H 0.15582 -2.10818 -2.17376
C 0.38183 3.61999 2.74248
H -0.00279 2.54338 -5.00148
H -3.31273 0.92111 -0.04080
H 4.25929 1.34577 1.32868
H -4.18420 -6.26320 -1.57408
H 4.13930 0.30654 -2.30191
C -1.82157 2.92085 -1.62705
C -0.77650 -3.57136 0.73414
P -2.29454 -1.70362 -0.77491
As 2.72500 -2.36748 4.40750
C -2.19544 3.71095 -2.70752
H -2.99832 4.43067 -2.59410
C -1.41423 1.26796 0.97360
H 5.36561 1.57232 -2.17693
H 2.46906 1.07214 3.36476
H -1.52710 2.34776 1.10535
C 3.73394 1.77619 -0.75596
H 5.01736 3.49715 -0.65587
H 4.25438 -0.06201 0.30065
C 1.38361 -4.37583 0.01992
C -2.77896 0.58453 0.85722
H -0.36229 4.20744 3.27393
H 0.80537 2.41185 4.41445
N 2.29615 1.44278 -0.82809
H 3.60795 3.61633 0.40435
H 1.82621 0.13935 1.53253
H 1.11453 3.67061 -0.64677
H -7.02302 -3.14431 -0.84671
S -0.50503 -1.06859 3.71900
H -0.91141 0.88713 1.87126
H -5.18247 -1.54192 -0.56517
C -0.79505 1.98500 -1.73913
C 1.03382 2.64850 3.38113
C 0.20173 -2.76212 -1.30964
```

Summary:
Relative energy (zero: lowest compared OMol25 entry of this formula, charge and spin): 0.899 eV
Multiplicity: 1
Charge: -2


> Which of these has the lowest relative energy (zero: lowest compared OMol25 entry of this formula, charge and spin)?

C16H39N4NiP


> Look up the multiplicity of the fifth one.

1


Please write out number 1 again, unchanged.
Formula: C2HNOS
Source: OMol25
Level of theory: ωB97M-V with the def2-TZVPD basis set

```
6
Properties=species:S:1:pos:R:3
O -1.47547 -0.90445 -1.33099
C 0.74417 1.40308 0.69552
S 1.43687 1.63361 -0.68413
H 0.49387 -0.37112 0.95858
C -0.86504 -0.84891 -0.34252
N -0.33441 -0.91220 0.70352
```

Summary:
Relative energy (zero: lowest compared OMol25 entry of this formula, charge and spin): 2.235 eV
Multiplicity: 1


> What is the relative energy (zero: lowest compared OMol25 entry of this formula, charge and spin) in the fourth record?

2.422 eV